# 1
{
  "formula": "C4H6N2",
  "method": "ωB97M-V/def2-TZVPD",
  "charge": 0,
  "fmax_ha_per_bohr": 0.185,
  "e_tot_ha": -265.3186,
  "relative_energy_ev": 5.905,
  "spin_multiplicity": 1,
  "homo_ev": -8.81,
  "lumo_energy_ev": 0.6438,
  "elements": ["H", "H", "H", "N", "H", "C", "N", "H", "H", "C", "C", "C"],
  "positions_angstrom": [[1.77, -0.99, 0.19], [0.20, 1.36, -1.91], [-1.32, -1.02, -0.05], [0.56, -1.49, 2.30], [-0.32, 1.64, 1.06], [-0.68, 1.22, 0.13], [0.44, 0.92, -0.90], [0.76, -1.54, -1.62], [-1.50, 1.64, -0.36], [-0.48, -0.38, 0.25], [-0.16, -0.82, 1.55], [0.73, -0.54, -0.65]]
}

# 2
{
  "formula": "C3H8O",
  "method": "ωB97M-V/def2-TZVPD",
  "charge": 0,
  "fmax_ha_per_bohr": 0.097,
  "e_tot_ha": -194.2751,
  "smiles": "CC=O.C",
  "relative_energy_ev": 1.657,
  "spin_multiplicity": 1,
  "homo_ev": -10.00,
  "lumo_energy_ev": 0.8583,
  "elements": ["H", "H", "H", "H", "C", "H", "O", "C", "H", "C", "H", "H"],
  "positions_angstrom": [[-2.23, 1.82, 0.02], [2.02, -1.27, -0.05], [-1.18, 1.95, -1.65], [1.21, -1.83, 1.29], [-1.35, 1.45, -0.67], [2.97, -1.38, 1.66], [-1.44, -0.58, -1.91], [2.11, -1.22, 0.99], [-1.92, -0.63, -0.03], [-1.68, 0.01, -0.87], [1.85, -0.16, 1.40], [-0.36, 1.85, -0.17]]
}

Number 2 is which compound?
C3H8O